1.
10
Properties=species:S:1:pos:R:3:forces:R:3 method="wB97M-V/def2-TZVPD" e_above_lowest_ev=7.678 homo_ev="-6.71 / -7.81" multiplicity=2 energy_ev=-51900.3285 molar_mass_g_mol=135.6 homo_lumo_gap_ev="6.04 / 7.08"
Cu -1.39679 -0.89876 -1.23287 0.09 0.71 -0.60
O -1.34935 0.36857 0.39516 1.03 0.94 0.50
H 1.41727 -1.76161 -0.87589 -0.17 -0.28 0.21
C -0.00827 0.51909 0.78427 -0.81 -3.73 0.21
O 0.72842 -1.10343 -0.75260 -1.09 -1.12 -0.07
H 1.46509 -0.99836 1.22876 0.25 0.20 -0.49
C -1.58949 1.25309 -0.83060 3.07 1.11 2.48
H -0.58951 1.97736 -0.21512 -2.57 -0.05 -3.45
H 0.70329 1.35138 0.89419 -1.55 0.61 1.01
C 0.61934 -0.70732 0.60471 1.76 1.62 0.21



2.
11
Properties=species:S:1:pos:R:3:forces:R:3 method="wB97M-V/def2-TZVPD" e_above_lowest_ev=1.214 homo_ev="-10.12 / -9.97" multiplicity=2 energy_ev=-53954.7169 molar_mass_g_mol=151.6 homo_lumo_gap_ev="10.57 / 7.75"
O 1.08470 -1.06915 -0.29623 0.30 -0.17 -0.29
Cu 2.39350 0.31515 -0.22002 2.05 0.94 0.99
O -1.02846 -0.47543 -0.01587 -0.25 0.89 -0.49
H -2.30190 0.14075 1.53169 0.06 -0.34 -0.30
H 3.83943 0.51339 0.51908 -0.63 -0.37 -0.71
H -1.74513 -1.89975 2.87982 0.53 0.64 0.37
H -0.26403 -2.20804 1.80966 -0.32 0.17 -0.18
O 0.61073 1.06933 -0.27108 -0.27 -0.40 -0.36
C 0.24450 -0.13499 -0.21253 -0.98 -0.25 0.67
C -1.10076 -1.56009 2.07077 -0.64 -0.39 -0.19
C -1.52399 -0.58034 1.28342 0.16 -0.72 0.50



3.
13
Properties=species:S:1:pos:R:3:forces:R:3 method="wB97M-V/def2-TZVPD" e_above_lowest_ev=0.000 homo_ev=-4.11 energy_ev=-58053.4557 molar_mass_g_mol=183.6 homo_lumo_gap_ev=7.65 total_charge=-1
H 4.26642 -1.20388 0.80857 -0.07 0.49 0.03
O -1.38628 1.20086 0.17822 -1.07 0.33 0.01
O 3.57120 -1.11613 0.15541 -0.74 0.61 -0.68
C -2.44975 0.36420 -0.10501 0.39 -0.26 -0.25
Cu 2.32289 0.38198 -0.36644 0.77 -1.13 0.95
C -0.08823 0.96658 -0.18577 0.85 -1.64 -0.21
C -2.51694 -0.97397 -0.07227 -0.69 0.94 -0.12
H -3.33650 0.93002 -0.38826 0.11 -0.16 0.42
H -3.51731 -1.41394 -0.10826 0.23 0.10 -0.52
O -1.52149 -1.86606 0.07047 0.75 -0.20 2.46
O 0.19857 -0.10885 -0.77310 -0.36 1.06 -0.09
O 0.72596 1.82051 0.20225 0.25 0.40 -0.17
H -0.97482 -1.57062 0.86107 -0.43 -0.55 -1.84



4.
11
Properties=species:S:1:pos:R:3:forces:R:3 method="wB97M-V/def2-TZVPD" e_above_lowest_ev=3.462 homo_ev="-7.48 / -7.48" energy_ev=-18197.6992 molar_mass_g_mol=219.0 homo_lumo_gap_ev="7.80 / 7.79"
C -0.49526 -0.29469 0.29541 0.00 1.18 -3.12
H -0.26855 -1.29136 0.22659 0.42 -2.73 0.19
C 0.90296 2.59986 0.70593 -1.91 -3.29 -1.06
C 0.55375 0.40400 -0.46974 1.79 3.35 -0.10
H -0.60969 0.04640 1.24704 0.04 0.94 2.63
I 2.11413 3.55702 -0.65441 0.78 0.87 -0.50
F 1.51983 2.24825 1.84559 -0.08 0.72 0.40
H 2.13446 0.88275 -1.83437 -2.21 -0.49 1.34
N 1.28756 0.34572 -1.43382 0.42 -0.47 0.26
H -1.43266 -0.14036 -0.22085 -0.33 0.13 -0.24
F -0.25789 3.28341 0.98955 1.09 -0.21 0.20



5.
10
Properties=species:S:1:pos:R:3:forces:R:3 method="wB97M-V/def2-TZVPD" smiles="O=C(CF)CF" e_above_lowest_ev=0.817 homo_ev=-10.51 energy_ev=-10657.1425 molar_mass_g_mol=94.1 homo_lumo_gap_ev=10.75
C 1.31654 0.33118 -0.33250 -0.99 -2.25 -1.03
H 1.81077 1.07281 0.20449 1.72 1.05 0.60
H -1.63676 -0.39349 1.34595 0.55 0.30 -0.11
O -0.53580 1.71482 -0.02649 0.52 -0.18 0.11
F 1.77360 -0.97029 -0.05025 -0.27 0.80 0.42
F -2.20521 -0.63434 -0.53509 0.96 0.48 0.09
H -0.65227 -1.53888 0.39497 -0.10 0.36 -0.08
C -0.11140 0.58703 0.04374 -2.55 -0.33 -0.34
H 1.37899 0.38223 -1.42393 0.13 0.63 0.18
C -1.13846 -0.55107 0.37911 0.03 -0.86 0.16



6.
10
Properties=species:S:1:pos:R:3:forces:R:3 method="wB97M-V/def2-TZVPD" smiles=FC1(F)COC1 e_above_lowest_ev=1.137 homo_ev=-10.51 energy_ev=-10656.8220 molar_mass_g_mol=94.1 homo_lumo_gap_ev=11.53
C 0.33985 0.99943 0.12780 1.63 2.91 0.17
C -0.71138 -0.02460 0.09101 -0.25 -0.58 -0.77
H 0.39295 -1.26341 -1.35550 0.15 -0.12 0.41
H 0.37124 1.73271 1.00599 -0.13 -1.35 -0.86
F -1.13258 -0.27495 1.30881 -1.22 -0.43 2.19
F -1.80799 0.14027 -0.68157 0.11 0.06 -0.35
O 1.37446 -0.01256 0.14392 -1.36 -0.83 -0.63
C 0.33815 -1.04944 -0.27964 1.43 0.93 0.19
H 0.41434 -1.89712 0.40709 -0.19 -0.03 -0.50
H 0.42097 1.64968 -0.76792 -0.18 -0.56 0.16